[1]
4 unconnected molecules or ions with the total composition C34H72BN8O7. Source: OMol25; level of theory: ωB97M-V with the def2-TZVPD basis set.

Output
Net charge: +1
Kohn-Sham gap in eV: 8.19
Multiplicity: 1
Lowest unoccupied orbital energy in eV: -2.439
Energy in eV: -63347.1270

```
122
Properties=species:S:1:pos:R:3:forces:R:3:lowdin_charge:R:1
C 2.184473 -4.122163 1.244244 -0.380 -0.504 0.058 -0.049
O 1.695849 -3.495327 0.068290 0.707 0.437 -0.048 0.036
B 1.524485 -2.128460 0.141955 -0.631 -0.251 0.005 -0.619
O 0.640752 -1.587781 1.039747 0.823 0.333 0.069 0.195
C 2.369126 -1.204108 -0.855521 1.244 -0.273 -1.562 -0.196
C 1.674677 -1.106261 -2.228933 -0.907 0.130 0.491 -0.110
C 0.245226 -0.546781 -2.190301 -0.064 -0.088 -0.903 -0.180
C -0.841513 -1.602144 -2.066855 -0.190 0.017 0.552 -0.164
C -2.212817 -1.008991 -2.370384 -0.128 0.290 -0.302 -0.189
N -2.594874 0.087120 -1.482544 -0.049 -0.178 -0.172 0.037
C -3.124026 -0.260610 -0.253225 0.101 -0.084 0.142 -0.551
N -2.562222 0.157153 0.808214 -0.001 0.475 0.229 0.145
N -4.328136 -1.016085 -0.309570 0.059 0.011 -0.031 0.114
C 3.744190 -1.898597 -1.138194 0.252 0.032 0.103 -0.060
C 4.680571 -1.221795 -0.165134 0.001 -1.214 0.846 -0.304
C 6.140562 -1.608789 -0.123946 0.116 0.786 -1.089 0.007
N 4.334784 0.247227 -0.243286 -0.514 -0.517 -1.800 -0.072
C 4.963376 1.035039 0.843783 0.416 -0.223 0.673 -0.098
C 4.730900 0.489340 2.247099 -0.157 0.719 0.383 -0.101
C 3.437994 0.895978 2.921293 -0.445 -0.272 0.184 -0.233
C 2.775288 2.096537 2.677841 -0.335 -0.152 0.455 -0.051
C 1.568886 2.388534 3.320768 0.282 -0.177 0.023 -0.065
C 1.007655 1.507541 4.239095 0.578 -0.043 -0.290 -0.048
C 1.689397 0.324946 4.520601 0.127 0.282 -0.362 -0.060
C 2.884092 0.021268 3.860933 -0.603 0.221 0.161 -0.045
C 4.699522 0.680719 -1.662338 0.468 0.765 0.135 -0.025
C 5.274522 2.087765 -1.922238 0.417 0.456 -1.127 -0.635
N 4.442746 3.168617 -1.409949 -0.076 -0.355 0.406 0.107
N 5.285088 2.108667 -3.397113 -0.393 0.015 0.553 0.083
N 6.684836 2.272187 -1.550258 -0.585 -0.298 0.837 0.107
C 2.822930 0.130637 -0.190249 -1.213 -0.402 2.021 -0.137
C 2.011248 1.397538 -0.386904 -0.121 -0.098 -0.079 -0.150
O 0.840819 1.194904 0.405231 0.155 -0.216 -0.117 -0.151
N 0.070552 2.427496 0.456873 -0.142 0.211 0.197 0.051
O -0.561185 2.582324 -0.496478 -0.025 0.023 -0.152 0.112
H 3.186121 -3.775641 1.506883 0.065 0.155 0.028 0.089
H 2.251358 -5.188085 1.065209 -0.005 -0.161 -0.137 0.099
H 1.505902 -3.988743 2.084906 -0.035 0.149 0.157 0.096
H 0.893559 -1.692019 1.961457 -0.473 -0.070 0.241 0.112
H 2.253503 -0.556041 -2.969882 0.315 0.135 0.116 0.114
H 1.613178 -2.125416 -2.608351 0.081 -0.157 -0.141 0.125
H 0.103864 0.207088 -1.426709 0.117 -0.071 0.158 0.072
H 0.073068 -0.046922 -3.147028 -0.001 0.129 -0.104 0.127
H -0.855400 -1.989537 -1.043489 -0.001 -0.184 0.024 0.111
H -0.660241 -2.432470 -2.747326 0.059 -0.089 -0.122 0.118
H -2.211088 -0.641672 -3.396607 -0.014 0.079 -0.108 0.118
H -2.991832 -1.762667 -2.329176 -0.112 -0.139 0.054 0.110
H -1.870202 0.775853 -1.353146 0.163 -0.070 0.014 0.078
H -3.092590 -0.131077 1.624712 -0.051 0.037 0.062 0.037
H -4.146959 -2.010374 -0.270273 -0.084 -0.085 -0.085 0.085
H -4.899637 -0.760472 0.485841 -0.151 -0.172 0.063 0.071
H 3.768490 -2.960994 -0.917678 -0.296 -0.126 0.043 0.134
H 4.060036 -1.821572 -2.176136 -0.020 0.254 -0.173 0.132
H 4.281127 -1.594580 0.778904 -0.082 0.535 0.321 0.138
H 6.213083 -2.684138 -0.033458 -0.006 -0.194 0.245 0.102
H 6.682198 -1.108548 0.670496 0.042 -0.152 0.321 0.085
H 6.648987 -1.352925 -1.054916 0.086 -0.036 -0.091 0.088
H 6.030231 1.031623 0.660327 0.145 -0.154 -0.205 0.117
H 4.665879 2.072035 0.808313 -0.373 0.075 -0.286 0.102
H 4.850094 -0.585021 2.317538 0.089 -0.122 -0.060 0.107
H 5.531995 0.907369 2.857418 0.243 0.011 -0.029 0.140
H 3.160662 2.829078 1.984326 0.119 0.069 -0.063 0.102
H 1.066116 3.312850 3.082745 -0.066 0.093 0.016 0.105
H 0.073364 1.744227 4.723388 -0.148 -0.012 0.061 0.100
H 1.278558 -0.355700 5.248900 0.022 -0.167 0.083 0.106
H 3.369272 -0.912749 4.108536 0.202 -0.091 -0.085 0.111
H 3.814293 0.604787 -2.275080 -0.323 -0.096 0.133 0.115
H 5.417021 0.003457 -2.104600 0.166 -0.275 0.251 0.125
H 4.859334 3.655477 -0.629160 0.022 0.143 -0.005 0.079
H 4.232966 3.838782 -2.131511 0.055 0.129 -0.072 0.089
H 5.740782 2.974189 -3.661082 0.227 -0.067 -0.196 0.089
H 4.326964 2.150808 -3.734645 0.039 -0.027 -0.153 0.083
H 7.112766 1.366230 -1.386053 0.259 0.014 -0.372 0.077
H 6.725420 2.728545 -0.644968 0.158 0.195 -0.098 0.071
H 2.644082 -0.079786 0.866761 0.148 0.273 0.140 0.134
H 2.530722 2.261852 0.008974 0.273 0.178 -0.267 0.090
H 1.733256 1.549720 -1.428704 0.108 0.236 -0.169 0.124
C -4.464051 2.278812 7.076542 -0.024 -0.077 -0.103 -0.076
C -3.161168 2.777654 6.476813 -0.084 0.089 0.076 -0.280
O -2.712731 2.025458 5.361326 0.241 -0.101 -0.035 -0.175
C -3.583615 1.979875 4.242969 -0.098 0.020 -0.071 -0.272
C -3.893303 3.338544 3.638903 0.037 0.059 0.066 -0.061
H -4.370961 1.234356 7.376336 0.008 0.002 0.027 0.082
H -4.722636 2.872126 7.953523 0.022 0.000 0.018 0.079
H -5.293685 2.350248 6.372248 -0.014 0.066 0.015 0.065
H -2.366704 2.694720 7.218740 0.050 -0.033 -0.049 0.118
H -3.237997 3.839059 6.216404 -0.047 -0.007 -0.024 0.108
H -4.508662 1.453049 4.501793 -0.047 0.038 0.028 0.107
H -3.070300 1.364539 3.502861 0.079 0.008 0.036 0.100
H -4.417075 3.990262 4.338963 -0.056 -0.020 0.008 0.074
H -4.525289 3.219712 2.758132 0.173 0.031 0.181 0.032
H -2.972570 3.842488 3.340224 0.012 -0.011 -0.018 0.084
C -9.182197 2.030552 2.102393 0.026 0.025 -0.120 -0.075
C -7.943139 1.171807 2.285659 -0.063 0.057 0.093 -0.280
O -7.367111 0.721748 1.071883 0.120 -0.183 -0.036 -0.166
C -6.931176 1.728999 0.174451 0.086 0.122 -0.100 -0.273
C -5.860976 2.642770 0.750276 -0.108 -0.098 0.032 -0.082
H -9.940844 1.488654 1.536915 -0.010 -0.014 0.020 0.083
H -9.596836 2.300408 3.073819 -0.004 -0.026 0.014 0.079
H -8.964880 2.955244 1.566452 0.017 0.029 0.058 0.067
H -8.208023 0.266418 2.831892 0.037 -0.047 -0.047 0.119
H -7.196578 1.697629 2.892695 0.011 0.059 -0.011 0.101
H -7.779320 2.314733 -0.195690 -0.017 0.016 0.070 0.110
H -6.521884 1.195585 -0.683768 -0.032 -0.085 0.026 0.113
H -6.223310 3.209613 1.609352 -0.084 0.037 -0.100 0.060
H -5.533583 3.356754 -0.005801 0.022 -0.009 -0.022 0.086
H -4.994785 2.061944 1.075966 -0.006 -0.020 -0.095 0.058
C -1.269880 -5.812246 -6.357284 0.125 0.010 0.069 -0.077
C -1.340008 -4.299987 -6.477345 -0.075 -0.089 -0.100 -0.277
O -0.407393 -3.610981 -5.659302 -0.028 0.163 0.182 -0.174
C 0.958855 -3.889886 -5.899423 0.086 -0.078 -0.047 -0.288
C 1.423604 -3.561946 -7.308012 -0.090 0.040 -0.029 -0.076
H -1.421393 -6.120590 -5.322010 -0.030 -0.004 -0.001 0.081
H -2.041642 -6.271518 -6.974577 -0.026 0.011 0.006 0.080
H -0.306846 -6.206358 -6.684456 -0.026 -0.004 -0.067 0.067
H -2.320120 -3.955553 -6.148250 0.029 0.063 0.045 0.118
H -1.233404 -3.990061 -7.522250 0.040 -0.027 -0.007 0.109
H 1.185775 -4.933237 -5.652348 -0.003 -0.014 -0.047 0.108
H 1.508657 -3.273385 -5.185162 -0.058 0.018 0.036 0.105
H 0.908857 -4.161093 -8.058948 0.044 -0.054 0.006 0.069
H 2.492353 -3.755869 -7.404558 0.007 0.003 0.016 0.078
H 1.237895 -2.511515 -7.536550 0.013 0.006 0.005 0.082
```
Positions in Å, forces in eV/Å.

[2]
7 unconnected molecules or ions with the total composition C34H72F8N5O10S4. Source: OMol25; level of theory: ωB97M-V with the def2-TZVPD basis set.

Output
Net charge: +2
Kohn-Sham gap (alpha / beta) in eV: 4.75 / 1.54
Multiplicity: 2
Lowest unoccupied orbital energy (alpha / beta) in eV: -4.531 / -7.743
Energy in eV: -129407.0847

```
133
Properties=species:S:1:pos:R:3:forces:R:3:lowdin_charge:R:1
C 5.620606 -1.418157 0.313910 0.374 0.987 -1.047 -0.043
C 5.539846 -0.235657 -0.720460 0.274 1.408 0.664 -0.202
C 4.392476 -0.392457 -1.676220 -1.203 -1.890 -0.580 -0.153
N 4.149386 0.574153 -2.824290 0.607 0.905 -0.462 -0.222
C 4.106006 1.981993 -2.302660 0.224 0.489 -0.596 0.039
C 5.236236 0.460883 -3.881190 1.431 -0.549 0.598 -0.110
C 4.790566 1.043193 -5.209820 0.324 -0.203 0.841 -0.142
C 3.289676 0.897583 -5.124220 -0.696 -0.994 -0.032 -0.140
C 2.948686 0.253653 -3.747540 -0.002 0.578 0.748 -0.068
H 6.390556 -1.241007 1.064840 0.002 0.283 -0.142 0.089
H 5.977916 -2.251427 -0.291150 -0.354 -0.460 0.334 0.079
H 4.699966 -1.614487 0.863440 -0.046 -0.039 -0.472 0.051
H 6.510736 -0.066627 -1.186190 0.065 -0.557 -0.348 0.115
H 5.356996 0.754443 -0.302880 0.086 -0.128 1.002 0.108
H 3.476006 -0.438687 -1.087960 -0.056 0.405 -0.093 0.102
H 4.432426 -1.379067 -2.137840 0.115 -0.112 -0.355 0.132
H 4.009766 2.632893 -3.171660 -0.577 0.069 0.067 0.108
H 5.057166 2.315283 -1.887540 0.071 -0.604 0.238 0.120
H 3.324776 2.119643 -1.555110 -0.020 -0.136 -0.249 0.089
H 6.181546 0.850503 -3.503470 -0.164 0.144 0.149 0.144
H 5.388006 -0.610697 -4.010730 -0.069 -0.069 0.111 0.140
H 5.100766 2.079283 -5.345480 0.080 -0.174 -0.093 0.125
H 5.199906 0.394583 -5.984320 0.134 0.439 -0.102 0.129
H 2.827566 1.863883 -5.326260 -0.416 -0.260 0.309 0.105
H 2.979816 0.170633 -5.874980 -0.365 0.308 -0.138 0.121
H 1.993916 0.602323 -3.353920 0.310 0.317 0.389 0.092
H 2.871856 -0.831957 -3.687080 0.228 -0.032 -0.638 0.128
C -0.200714 -3.541637 2.455120 -1.474 0.578 -1.016 -0.066
C -1.304864 -3.801017 1.392700 0.766 -1.318 -0.926 -0.212
C -0.949074 -5.155177 0.693110 0.444 1.542 0.165 -0.115
N -1.359974 -5.314777 -0.780380 0.783 -2.479 -0.253 -0.214
C -1.157914 -6.853117 -1.010760 -0.939 0.775 0.254 0.027
C -0.365374 -4.697467 -1.815160 -0.570 2.001 1.282 -0.061
C -1.210114 -4.025957 -2.914520 0.871 -0.868 -0.808 -0.148
C -2.501374 -3.663557 -2.221490 -0.696 -0.122 1.419 -0.137
C -2.732684 -4.826257 -1.218600 0.104 -1.256 -0.625 -0.072
H -0.500134 -2.547177 2.786040 0.668 -0.056 0.802 0.066
H 0.769396 -3.479177 1.962100 -0.083 0.011 0.206 0.063
H -0.226794 -4.304177 3.233560 0.083 0.246 0.102 0.092
H -1.424614 -2.976437 0.689970 0.635 0.145 -0.194 0.083
H -2.311704 -3.886917 1.801350 0.127 -0.259 0.424 0.082
H -1.235564 -5.915767 1.419410 -1.123 -0.623 -0.889 0.138
H 0.115106 -5.390397 0.676420 0.322 0.844 -0.189 0.126
H -0.131094 -7.034557 -0.693240 -0.189 -0.306 -0.386 0.106
H -1.405974 -7.115127 -2.039310 0.568 0.309 -0.126 0.112
H -1.854394 -7.444447 -0.416340 0.043 0.354 0.366 0.109
H 0.485126 -5.337277 -2.050540 -0.543 -0.282 -0.111 0.141
H 0.030126 -3.828077 -1.289950 0.352 -0.114 0.319 0.111
H -1.323604 -4.607907 -3.829150 -0.550 -0.719 0.335 0.123
H -0.609704 -3.226457 -3.348570 -0.201 0.592 0.598 0.105
H -3.381354 -3.523517 -2.849290 0.190 -0.231 -0.189 0.126
H -2.434874 -2.761427 -1.613360 0.393 0.274 -0.163 0.098
H -3.119014 -5.715807 -1.716140 -0.221 0.228 -0.463 0.124
H -3.422754 -4.732127 -0.380130 0.419 0.697 0.154 0.136
C -5.043014 0.882703 7.710840 -0.119 0.215 0.026 -0.091
C -4.867644 1.087233 6.193320 -0.074 -0.293 0.064 -0.208
C -5.127234 -0.227987 5.320490 1.655 1.984 -0.290 -0.050
N -5.086064 0.123953 3.780150 -1.628 0.451 -0.760 -0.212
C -6.240094 1.142163 3.397260 1.278 0.352 2.145 0.034
C -5.342334 -1.168517 2.953130 0.208 1.163 0.001 -0.087
C -3.954934 -1.636197 2.562990 0.464 -1.147 -1.410 -0.166
C -2.904374 -0.592877 2.960330 -0.243 -0.208 0.846 -0.135
C -3.704964 0.670143 3.272580 -1.052 -0.803 0.097 -0.054
H -4.811254 1.742773 8.339060 -0.365 0.804 -0.707 0.083
H -4.251034 0.267613 8.138060 -0.478 -1.042 -0.349 0.082
H -6.072684 0.613663 7.946420 0.273 -0.511 0.285 0.081
H -3.860804 1.499943 6.129600 0.328 -0.596 -0.698 0.104
H -5.463744 1.910433 5.799470 -0.477 -0.157 0.300 0.094
H -6.030724 -0.793867 5.547620 -0.168 0.454 -0.156 0.130
H -4.274574 -0.890607 5.468820 -0.054 -0.161 -0.084 0.127
H -6.563074 1.246313 2.361430 0.369 -0.971 0.017 0.105
H -5.862404 2.124743 3.680050 0.089 -0.008 -0.021 0.090
H -7.038614 0.955893 4.115430 -0.256 -0.240 -0.497 0.106
H -5.870374 -0.938407 2.027750 -0.041 0.644 0.209 0.122
H -6.061624 -1.791857 3.484340 0.647 -0.261 0.384 0.135
H -3.889124 -1.734947 1.479470 -0.416 0.206 -0.245 0.107
H -3.743664 -2.668847 2.840660 0.168 0.249 0.773 0.103
H -2.128904 -0.386987 2.222520 -0.178 -0.115 -0.195 0.103
H -2.397204 -1.012677 3.829030 0.145 0.592 0.294 0.117
H -4.013584 1.231963 2.390990 0.363 -0.165 -0.227 0.130
H -3.223104 1.376803 3.948260 -0.363 -0.262 0.284 0.134
C -2.150124 -0.367207 -3.773530 0.710 0.102 -0.259 -0.078
C -2.221534 1.069153 -3.253410 -0.673 0.026 1.230 -0.247
C -0.933304 1.834993 -3.332600 0.038 0.397 0.653 -0.088
N -0.902054 3.306613 -2.625200 -0.112 -0.977 -0.533 -0.174
C -1.374754 3.233443 -1.128710 -0.332 -1.380 -1.461 0.049
C 0.532606 3.865243 -2.606990 0.211 -0.602 -1.645 -0.089
C 0.771316 4.366933 -4.060990 -0.925 -0.837 -0.080 -0.145
C -0.545354 5.119923 -4.276660 -0.172 -0.207 1.611 -0.126
C -1.640854 4.259893 -3.547410 0.160 0.585 -0.742 -0.085
H -3.056474 -0.892347 -3.472100 -0.029 0.068 -0.304 0.081
H -1.320494 -0.874497 -3.281100 0.062 -0.054 0.165 0.045
H -1.960844 -0.474047 -4.841640 -0.308 0.125 -0.115 0.087
H -2.400104 0.865283 -2.197640 -0.668 0.633 0.175 0.092
H -2.996594 1.656203 -3.746120 -0.382 -0.235 0.267 0.120
H -0.816844 1.887443 -4.415090 1.117 0.855 0.169 0.136
H -0.211394 1.211233 -2.805470 0.554 0.481 -0.212 0.091
H -1.038484 2.264593 -0.759460 0.456 0.272 0.056 0.051
H -2.454344 3.089253 -1.086490 -0.071 0.743 -0.289 0.104
H -0.978254 4.044723 -0.518200 -0.142 -0.010 -0.426 0.115
H 0.552456 4.741973 -1.959640 0.156 -0.529 0.482 0.144
H 1.096916 2.975413 -2.327970 0.542 0.732 0.432 0.094
H 1.588726 5.034183 -4.334330 0.247 -0.077 0.911 0.129
H 0.890676 3.504503 -4.716790 -0.176 -0.114 -0.153 0.090
H -0.403174 5.983183 -3.626520 -0.244 0.591 -0.582 0.119
H -0.775744 5.395943 -5.305660 -0.123 -0.043 0.258 0.128
H -2.350084 4.807523 -2.926770 0.122 0.217 -0.286 0.133
H -2.170994 3.760643 -4.358460 -0.253 -0.546 0.583 0.119
C 3.290246 -1.350057 3.581060 2.616 1.898 -0.191 -0.650
F 2.062456 -1.138227 3.852870 -2.040 0.934 0.584 0.193
F 3.337266 -2.268577 2.651510 0.551 -1.000 -0.208 0.154
F 3.912956 -0.208927 3.046550 -1.109 -2.048 1.349 0.090
S 4.194846 -1.825267 5.218820 0.060 0.628 1.836 0.649
O 4.517436 -0.565167 5.952350 -1.245 -2.920 -1.679 -0.152
O 3.359216 -2.855837 5.949870 1.296 2.392 -1.606 -0.158
O 5.395896 -2.517727 4.766150 -0.159 0.059 -0.010 -0.135
C 3.238246 5.720933 1.209580 2.257 1.255 3.705 -0.684
F 2.899416 6.821513 0.527700 -0.117 -0.706 -0.313 0.121
F 2.183196 5.016403 1.541000 -1.539 -0.653 -0.771 0.108
F 4.087836 4.960933 0.523450 -0.216 -0.242 -1.199 0.100
S 4.132536 6.118853 2.916600 2.402 1.251 2.968 0.489
O 4.434826 4.829673 3.605690 -0.813 1.104 -2.366 -0.382
O 5.312546 6.919233 2.550180 -0.792 -1.516 -1.093 -0.373
O 3.283006 6.957333 3.753240 -1.346 -0.694 -1.160 -0.365
N 1.365626 0.561983 -0.733830 1.715 5.816 1.855 -0.272
S 0.490396 -0.583567 -0.481820 -4.361 -7.359 0.665 0.358
O -0.980724 -0.450267 -0.458380 2.428 -0.047 -0.662 -0.308
O 1.075276 -1.527187 0.427610 -0.684 0.106 1.149 -0.277
F 0.838426 -1.369427 -1.808280 -0.579 0.018 -1.678 -0.190
S 1.198176 1.386913 0.746200 -0.095 5.641 3.191 0.662
O 2.348936 1.607833 1.612290 -1.675 -2.186 -2.193 -0.214
O -0.142184 1.386313 1.417750 3.134 -1.150 -2.203 -0.298
F 1.171166 2.860583 0.044700 -0.062 -1.059 -0.151 -0.228
```
Positions in Å, forces in eV/Å.